(1)
Computed, not measured: 12 unconnected molecules or ions with the total composition C43H88O29, with the ωB97M-V functional and the def2-TZVPD basis.

```
160
Properties=species:S:1:pos:R:3
C -6.65 -2.17 0.44
O -5.34 -2.16 -0.22
C -4.62 -3.24 -0.34
O -3.45 -3.20 -0.67
O -5.42 -4.34 -0.12
C -4.77 -5.62 -0.18
H -7.36 -2.74 -0.02
H -6.94 -1.12 0.28
H -6.52 -2.28 1.48
H -5.54 -6.38 -0.14
H -4.08 -5.95 0.63
H -4.17 -5.71 -1.14
C 3.49 2.08 -5.92
O 2.23 1.98 -5.29
C 2.20 1.51 -4.04
O 3.17 1.26 -3.38
O 0.91 1.41 -3.70
C 0.46 0.96 -2.42
H 4.00 1.11 -5.72
H 4.14 2.94 -5.61
H 3.27 2.11 -6.94
H 1.02 1.32 -1.60
H 0.38 -0.15 -2.49
H -0.57 1.44 -2.36
C -1.63 3.70 -3.86
O -2.72 2.91 -3.44
C -3.35 2.20 -4.36
O -3.21 2.21 -5.56
O -4.23 1.43 -3.72
C -5.17 0.75 -4.56
H -1.08 4.19 -3.10
H -2.06 4.43 -4.63
H -1.05 3.11 -4.54
H -6.12 0.61 -4.09
H -4.78 -0.25 -4.70
H -5.16 1.11 -5.56
C 2.60 -2.58 4.63
O 2.63 -1.21 4.99
C 1.54 -0.52 5.23
O 1.59 0.66 5.45
O 0.39 -1.27 5.17
C -0.86 -0.62 5.48
H 1.67 -3.10 4.91
H 3.33 -3.07 5.25
H 2.81 -2.77 3.56
H -1.56 -1.39 5.88
H -1.24 -0.05 4.63
H -0.60 0.17 6.28
C 2.83 4.96 -3.84
O 2.65 5.66 -2.64
C 1.57 5.36 -1.88
O 0.63 4.64 -2.17
O 1.69 6.07 -0.76
C 0.72 5.75 0.26
H 3.62 4.21 -3.73
H 3.08 5.74 -4.58
H 1.92 4.54 -4.21
H 0.62 6.62 0.89
H 1.25 5.01 0.89
H -0.26 5.34 -0.15
O 3.09 -1.75 1.26
C 3.93 -1.68 0.39
C 5.44 -1.70 0.56
C 6.07 -1.54 -0.85
C 4.81 -1.32 -1.74
O 3.66 -1.72 -0.91
H 5.76 -0.90 1.30
H 5.55 -2.72 0.86
H 6.76 -0.65 -0.87
H 6.69 -2.43 -1.17
H 4.68 -0.27 -1.95
H 4.79 -1.92 -2.69
O -0.63 -0.92 2.06
C -1.11 -0.20 1.25
C -1.80 -0.51 -0.04
C -2.66 0.70 -0.33
C -1.78 1.79 0.31
O -1.16 1.19 1.42
H -1.10 -0.66 -0.90
H -2.39 -1.43 0.03
H -2.83 0.87 -1.40
H -3.63 0.60 0.14
H -1.01 2.08 -0.39
H -2.22 2.73 0.68
O -1.84 -6.33 -1.11
C -1.16 -5.34 -1.04
C -0.63 -4.44 -2.16
C 0.57 -3.76 -1.48
C 0.11 -3.67 -0.05
O -0.67 -4.93 0.18
H -0.37 -4.93 -3.09
H -1.43 -3.73 -2.44
H 1.50 -4.33 -1.53
H 0.73 -2.77 -1.89
H 0.95 -3.68 0.63
H -0.58 -2.86 0.13
C -5.33 -4.44 3.57
O -4.70 -3.49 2.75
C -3.41 -3.02 3.21
C -2.24 -4.04 3.08
O -2.40 -5.06 4.06
C -1.45 -6.08 4.04
H -4.73 -5.37 3.61
H -6.32 -4.68 3.27
H -5.43 -4.12 4.58
H -3.55 -2.64 4.25
H -3.21 -2.12 2.65
H -1.26 -3.45 3.17
H -2.39 -4.46 2.09
H -0.42 -5.69 4.33
H -1.47 -6.58 3.03
H -1.77 -6.84 4.73
C 3.57 4.98 4.82
O 2.41 4.34 4.28
C 1.44 4.09 5.23
C 0.19 3.72 4.48
O -0.16 4.92 3.81
C -1.37 4.72 3.03
H 4.31 5.12 4.01
H 4.09 4.52 5.64
H 3.31 6.04 5.08
H 1.20 5.03 5.79
H 1.87 3.29 5.93
H -0.66 3.52 5.15
H 0.36 2.99 3.72
H -2.11 4.27 3.67
H -1.17 4.14 2.04
H -1.60 5.75 2.72
C 4.86 1.56 4.08
O 4.64 1.86 2.71
C 3.23 1.64 2.45
C 2.91 2.16 1.04
O 2.92 3.56 0.77
C 4.18 4.20 0.78
H 4.35 2.28 4.82
H 5.99 1.65 4.25
H 4.50 0.55 4.42
H 2.73 2.30 3.12
H 2.99 0.58 2.41
H 1.83 1.98 0.82
H 3.51 1.65 0.27
H 4.03 5.30 0.73
H 4.77 4.01 -0.13
H 4.80 4.01 1.61
C 1.37 -1.48 -5.37
O 0.27 -2.29 -5.60
C -0.90 -1.73 -6.06
C -1.56 -0.57 -5.20
O -1.84 -0.98 -3.85
C -2.93 -1.90 -3.85
H 2.06 -1.94 -4.69
H 1.08 -0.46 -4.96
H 1.91 -1.33 -6.28
H -1.56 -2.55 -6.17
H -0.73 -1.33 -7.05
H -2.50 -0.15 -5.72
H -0.79 0.10 -5.01
H -3.33 -1.99 -2.80
H -2.51 -2.93 -4.14
H -3.82 -1.59 -4.34
```

Summary:
- frontier orbital gap (eV) = 9.7
- LUMO energy (eV) = 0.5
- SMILES = COC(=O)OC.COC(=O)OC.COC(=O)OC.COC(=O)OC.COC(=O)OC.O=C1CCCO1.O=C1CCCO1.O=C1CCCO1.COCCOC.COCCOC.COCCOC.COCCOC
- HOMO level (eV) = -9.254



(2)
Computed, not measured: 13 unconnected molecules or ions with the total composition C43H89N3O34S2, with the ωB97M-V functional and the def2-TZVPD basis.

```
171
Properties=species:S:1:pos:R:3
C -8.60 -3.63 5.94
C -7.55 -2.99 5.05
O -7.78 -1.59 5.13
C -7.16 -0.83 4.23
O -6.18 -1.19 3.55
O -7.77 0.38 4.21
C -7.17 1.32 3.27
H -9.51 -3.79 5.39
H -8.75 -3.02 6.84
H -8.21 -4.61 6.23
H -7.52 -3.35 4.02
H -6.52 -3.24 5.42
H -6.96 0.88 2.32
H -6.33 1.65 3.87
H -7.97 2.07 3.17
C -0.98 4.57 0.17
C -1.70 5.25 1.31
O -2.55 4.34 2.11
C -2.01 3.66 3.14
O -2.74 2.91 3.77
O -0.70 3.86 3.27
C 0.16 3.15 4.23
H -0.21 3.89 0.56
H -0.47 5.42 -0.35
H -1.70 4.07 -0.47
H -2.43 5.99 0.94
H -1.06 5.77 2.01
H 1.13 3.52 3.88
H 0.07 2.09 4.02
H -0.02 3.43 5.23
C 7.97 2.00 -0.24
C 7.79 0.62 0.22
O 6.44 0.64 0.79
C 5.80 -0.46 1.11
O 6.24 -1.64 1.04
O 4.62 -0.12 1.56
C 3.81 -1.13 2.17
H 8.91 2.15 -0.78
H 7.88 2.72 0.56
H 7.14 2.26 -0.89
H 8.54 0.27 0.92
H 7.70 -0.05 -0.65
H 3.03 -0.48 2.63
H 4.42 -1.67 2.90
H 3.34 -1.78 1.41
C 4.50 -3.91 -0.79
C 3.24 -3.44 -1.43
O 2.15 -3.57 -0.44
C 0.92 -3.30 -0.90
O 0.69 -2.87 -2.02
O 0.03 -3.43 0.10
C -1.37 -3.39 -0.32
H 5.19 -3.64 -1.58
H 4.46 -4.97 -0.62
H 4.81 -3.47 0.17
H 2.90 -4.07 -2.26
H 3.30 -2.44 -1.80
H -1.46 -4.03 -1.22
H -1.65 -2.38 -0.58
H -1.92 -3.76 0.51
C 3.03 1.53 -8.64
C 1.85 0.68 -8.21
O 1.63 0.83 -6.85
C 0.68 0.19 -6.15
O -0.02 -0.69 -6.56
O 0.70 0.74 -4.92
C -0.16 0.04 -4.02
H 3.93 1.21 -8.08
H 2.77 2.53 -8.36
H 3.22 1.35 -9.70
H 2.09 -0.39 -8.47
H 0.98 0.92 -8.81
H 0.00 -1.00 -4.01
H -1.17 0.26 -4.35
H 0.17 0.50 -3.06
C 5.17 -1.82 -8.59
C 4.75 -2.22 -7.21
O 4.92 -1.14 -6.21
C 5.34 -1.43 -4.98
O 5.57 -2.53 -4.51
O 5.35 -0.30 -4.24
C 5.82 -0.42 -2.91
H 4.63 -0.93 -8.90
H 5.08 -2.65 -9.32
H 6.26 -1.76 -8.60
H 5.38 -3.07 -6.90
H 3.71 -2.49 -7.17
H 5.75 -1.43 -2.55
H 5.23 0.24 -2.28
H 6.85 -0.08 -2.92
C -4.91 1.93 0.52
C -3.87 2.62 -0.33
O -4.21 2.31 -1.68
C -3.26 2.40 -2.60
O -2.12 2.83 -2.42
O -3.87 2.20 -3.78
C -3.08 2.62 -4.95
H -5.92 2.15 0.22
H -4.70 2.13 1.57
H -4.67 0.87 0.40
H -2.85 2.41 -0.05
H -4.07 3.70 -0.23
H -2.78 3.63 -4.74
H -3.73 2.40 -5.83
H -2.10 2.09 -5.00
C -3.33 -0.81 2.12
C -2.18 0.14 1.94
O -1.55 -0.15 0.69
C -0.35 0.31 0.54
O 0.13 1.16 1.28
O 0.22 -0.25 -0.55
C 1.52 0.22 -0.87
H -2.88 -1.74 2.51
H -3.75 -0.92 1.09
H -4.02 -0.43 2.84
H -1.44 -0.02 2.73
H -2.43 1.22 1.96
H 2.15 0.03 0.01
H 1.69 1.27 -1.06
H 1.87 -0.38 -1.74
C 3.42 2.66 -4.72
N 2.88 2.54 -3.32
O 3.68 2.35 -2.43
O 1.73 2.70 -3.19
H 3.92 3.63 -4.84
H 2.58 2.43 -5.38
H 4.17 1.87 -4.89
C -3.37 0.51 6.05
N -4.55 1.02 6.72
O -5.55 0.32 6.86
O -4.46 2.16 7.17
H -3.73 -0.43 5.66
H -2.73 0.30 6.90
H -2.99 1.22 5.32
C 0.25 -2.50 3.14
N -0.71 -2.12 4.27
O -0.60 -1.14 4.94
O -1.53 -2.99 4.49
H 0.68 -3.41 3.43
H 1.00 -1.71 2.97
H -0.41 -2.63 2.28
C 4.05 3.08 0.66
C 2.60 3.47 1.00
C 2.69 4.86 1.65
S 3.99 4.66 2.87
O 3.47 3.91 4.02
O 4.77 5.87 3.11
C 4.84 3.33 1.92
H 4.49 3.76 -0.11
H 4.16 2.06 0.33
H 2.14 2.92 1.84
H 2.00 3.43 0.12
H 1.90 5.19 2.32
H 3.01 5.72 1.02
H 4.86 2.49 2.65
H 5.88 3.60 1.65
C -3.71 -5.52 3.38
C -4.85 -4.46 3.34
C -5.15 -4.13 1.84
S -4.85 -5.56 0.94
O -4.07 -5.30 -0.27
O -6.11 -6.21 0.68
C -3.88 -6.40 2.14
H -3.79 -6.12 4.30
H -2.71 -5.04 3.34
H -4.46 -3.56 3.71
H -5.77 -4.82 3.78
H -4.60 -3.29 1.43
H -6.25 -4.00 1.77
H -3.00 -6.79 1.67
H -4.59 -7.21 2.36
```

Summary:
- frontier orbital gap (eV) = 10.2
- LUMO energy (eV) = -0.1
- HOMO level (eV) = -10.267